Record 1
The following is a quantum chemistry calculation of an isolated molecule of C2H5NSi at a distorted geometry, from the OMol25 dataset.

Properties
Relative energy (zero: lowest compared OMol25 entry of this formula, charge and spin) ... 2.253 eV
HOMO energy ... -8.57 eV
HOMO-LUMO gap ... 9.183 eV
Spin multiplicity ... 1
SMILES ... [H]/N=C1/C[SiH2]1

CARTESIAN COORDINATES (ANGSTROEM)
C -0.5373 -0.4305 -0.0716
C 0.8030 -0.5722 0.4118
N -1.2923 -1.3386 -0.2961
Si 0.3466 1.1823 -0.1077
H 0.8025 -0.5686 1.5466
H 1.4358 -1.3374 0.0612
H -2.1772 -1.1485 -0.7346
H 0.7404 1.8139 -1.3721
H -0.1216 2.3996 0.5625

The molecule's natural (NBO) atomic charges, reported in e, are given here: -0.05 -0.82 -0.59 0.90 0.25 0.26 0.34 -0.16 -0.14

=====

Record 2
The following is a quantum chemistry calculation of an isolated molecule of C22H30N4O2, from the OMol25 dataset.

Properties
Relative energy (zero: lowest compared OMol25 entry of this formula, charge and spin) ... 2.780 eV
HOMO energy ... -8.33 eV
HOMO-LUMO gap ... 8.771 eV
Spin multiplicity ... 1
SMILES ... COc1ccc(CN2CCC(n3nccc3NC(=O)C3CCCC3)CC2)cc1

CARTESIAN COORDINATES (ANGSTROEM)
C 8.5052 0.0609 1.9364
H 8.7989 -0.8354 1.3801
O 7.8410 0.9866 1.1126
C 6.6737 0.6083 0.5177
C 6.0637 1.5697 -0.2913
C 4.8829 1.2879 -0.9403
C 4.2719 0.0448 -0.8006
C 4.8774 -0.9018 0.0078
C 6.0697 -0.6338 0.6623
H 6.5099 -1.4001 1.2809
H 4.4186 -1.8723 0.1350
C 2.9789 -0.2404 -1.5159
N 2.0045 0.8046 -1.2360
C 0.8465 0.7887 -2.1006
C -0.1441 -0.3426 -1.7890
H -1.0115 -0.2720 -2.4489
H 0.3279 -1.3121 -1.9535
C -0.5805 -0.2577 -0.3224
N -1.4343 -1.3741 0.0139
C -2.7899 -1.4386 0.0629
C -3.1250 -2.7426 0.3689
C -1.8927 -3.3973 0.4710
N -0.8894 -2.5738 0.2505
H -1.7044 -4.4284 0.6938
H -4.1086 -3.1394 0.4949
N -3.5868 -0.3280 -0.1730
C -4.9477 -0.2813 -0.0314
O -5.6165 -1.2308 0.2959
C -5.4995 1.1132 -0.3160
H -5.0520 1.4682 -1.2489
C -5.1518 2.0674 0.8499
H -4.3129 1.7079 1.4471
H -4.8953 3.0534 0.4572
C -6.4402 2.1566 1.6633
C -7.5192 2.1638 0.5868
H -8.5089 1.9411 0.9809
C -7.0355 1.0991 -0.3983
H -7.3911 1.2805 -1.4112
H -7.3836 0.1135 -0.0841
H -7.5527 3.1424 0.1035
H -6.4679 3.0380 2.3024
H -6.5462 1.2672 2.2853
H -3.1118 0.5189 -0.4496
C 0.6519 -0.2493 0.5828
C 1.6068 0.8736 0.1552
H 1.1166 1.8421 0.3057
H 2.5075 0.8509 0.7708
H 1.1411 -1.2198 0.5082
H 0.3505 -0.1050 1.6212
H -1.1411 0.6734 -0.1614
H 0.3379 1.7525 -1.9794
H 1.1822 0.7138 -3.1373
H 3.1601 -0.2285 -2.5961
H 2.6258 -1.2474 -1.2455
H 4.4105 2.0350 -1.5591
H 6.5434 2.5304 -0.3927
H 9.3989 0.5709 2.2928
H 7.8896 -0.2297 2.7942

The molecule's natural (NBO) atomic charges, reported in e, are given here: -0.25 0.18 -0.49 0.29 -0.25 -0.18 -0.07 -0.20 -0.27 0.21 0.21 -0.24 -0.44 -0.21 -0.42 0.21 0.22 -0.04 -0.18 0.31 -0.36 -0.04 -0.29 0.21 0.25 -0.62 0.70 -0.59 -0.32 0.22 -0.40 0.21 0.20 -0.40 -0.40 0.21 -0.41 0.21 0.24 0.19 0.21 0.21 0.40 -0.42 -0.23 0.19 0.22 0.23 0.22 0.18 0.19 0.20 0.21 0.18 0.22 0.22 0.20 0.18

=====

Record 3
The following is a quantum chemistry calculation of a cluster of 4 separate species, C24H32N5O6Si in total at a distorted geometry, from the OMol25 dataset.

Properties
Charge ... -1
HOMO energy ... -1.92 eV
HOMO-LUMO gap ... 2.287 eV
Spin multiplicity ... 1

CARTESIAN COORDINATES (ANGSTROEM)
C 1.6113 0.6946 7.6672
Si 1.9228 0.2448 5.8100
C 0.4277 0.9020 4.8114
C 2.0129 -1.6613 5.6479
N 3.3517 1.1077 5.3291
C 4.2477 0.3441 4.4473
C 5.0376 1.3640 3.5157
C 4.9587 2.8213 4.0108
N 5.6905 3.6759 2.9967
H 2.3384 1.4766 7.9421
H 0.5813 1.0845 7.7708
H 1.8038 -0.1722 8.3245
H 0.4754 0.6224 3.7414
H -0.5690 0.5837 5.1861
H 0.4882 2.0084 4.8344
H 2.0461 -2.1362 6.6476
H 2.8217 -2.0401 5.0072
H 1.0588 -2.0192 5.1947
H 3.7134 -0.3974 3.8162
H 5.0353 -0.1246 5.0948
H 4.5294 1.3363 2.5350
H 6.0910 1.0398 3.4666
H 5.3837 2.9743 5.0132
H 3.9204 3.1778 4.0354
H 6.0762 4.4614 3.5126
H 4.9679 4.0793 2.4101
C -2.1450 3.0936 -0.4373
C -1.7404 1.8463 0.0196
C -0.4861 1.6868 0.5911
C 0.3501 2.7875 0.7018
C -0.0398 4.0376 0.2437
C -1.2951 4.1877 -0.3299
N 1.6630 2.6264 1.3247
O 1.9716 1.5195 1.6904
O 2.3584 3.6152 1.4394
H -3.1282 3.2131 -0.8778
H -2.4063 0.9973 -0.0671
H -0.1763 0.7137 0.9454
H 0.6171 4.8915 0.3286
H -1.6122 5.1579 -0.6895
C -0.3232 0.1022 -5.5959
C -0.8997 1.3482 -5.8103
C -2.0293 1.7238 -5.0983
C -2.5677 0.8421 -4.1725
C -2.0045 -0.4067 -3.9547
C -0.8769 -0.7753 -4.6724
N -3.7430 1.2405 -3.4019
O -4.2228 2.3308 -3.6242
O -4.1704 0.4589 -2.5786
H 0.5615 -0.1857 -6.1495
H -0.4662 2.0288 -6.5309
H -2.4732 2.6941 -5.2689
H -2.4294 -1.0914 -3.2343
H -0.4272 -1.7452 -4.5102
C -4.3809 -6.1177 -3.5100
C -3.8211 -4.8572 -3.3415
C -3.1131 -4.2681 -4.3785
C -2.9773 -4.9504 -5.5788
C -3.5259 -6.2120 -5.7568
C -4.2303 -6.7956 -4.7139
N -2.2517 -4.3210 -6.6805
O -1.7688 -3.2271 -6.4835
O -2.1768 -4.9246 -7.7277
H -4.9376 -6.5729 -2.7005
H -3.9391 -4.3326 -2.4028
H -2.6800 -3.2874 -4.2425
H -3.4143 -6.7424 -6.6917
H -4.6652 -7.7781 -4.8404

The molecule's natural (NBO) atomic charges, reported in e, are given here: -1.12 1.78 -1.14 -1.13 -1.28 -0.21 -0.41 -0.21 -0.86 0.24 0.20 0.21 0.21 0.19 0.23 0.21 0.23 0.20 0.13 0.12 0.19 0.17 0.18 0.20 0.33 0.34 -0.20 -0.22 -0.20 0.10 -0.21 -0.22 0.51 -0.34 -0.39 0.22 0.22 0.25 0.25 0.21 -0.17 -0.21 -0.21 0.08 -0.22 -0.19 0.52 -0.38 -0.38 0.22 0.22 0.25 0.24 0.23 -0.18 -0.21 -0.21 0.08 -0.21 -0.21 0.52 -0.38 -0.38 0.22 0.23 0.24 0.25 0.22

=====

Record 4
The following is a quantum chemistry calculation of a structure of composition C26H22IN2O3PtS at a distorted geometry, from the OMol25 dataset.

Properties
Charge ... +1
HOMO energy (alpha / beta) ... -10.66 / -10.65 eV
HOMO-LUMO gap (alpha / beta) ... 5.567 / 5.569 eV
Spin multiplicity ... 1

CARTESIAN COORDINATES (ANGSTROEM)
Pt -0.2188 -2.1677 -0.9123
C -4.9461 -2.2824 -1.6034
C -4.4811 -1.9922 -0.2201
N -5.3477 -1.7248 0.7014
C -4.9759 -1.4649 1.9537
C -3.6606 -1.4274 2.3519
C -3.3589 -1.2119 3.8229
O -2.4590 -0.1527 4.0999
C -2.6433 -1.6935 1.3917
C -1.2934 -1.5365 1.8264
N -0.2052 -1.9927 1.2906
C 1.0519 -1.7953 1.8529
C 1.2277 -1.2223 3.1242
C 2.4689 -1.0929 3.7082
C 3.6070 -1.5146 3.0387
C 3.4790 -2.0680 1.7767
C 2.2263 -2.2115 1.2054
I 2.1995 -3.0834 -0.7841
C -3.0472 -2.0241 0.0516
O -2.2919 -2.3116 -0.9233
H -6.0298 -2.3100 -1.6192
H -4.5419 -3.2305 -1.9522
H -4.5896 -1.5087 -2.2821
H -5.7852 -1.2858 2.6455
H -2.8917 -2.1235 4.2164
H -4.3020 -1.0615 4.3551
H -2.9473 0.6586 4.2657
H -1.2281 -0.9501 2.7404
H 0.3703 -0.8726 3.6762
H 2.5449 -0.6669 4.6977
H 4.5829 -1.4172 3.4855
H 4.3525 -2.3935 1.2348
O 0.0606 0.1492 -0.9879
S 0.0525 1.0231 -2.2165
C 0.4287 2.6710 -1.5470
C 0.9975 2.7955 -0.2940
C 1.3104 4.0581 0.1817
C 1.0416 5.1755 -0.5945
C 0.4526 5.0394 -1.8423
C 0.1383 3.7794 -2.3247
C 1.7030 0.7724 -2.9224
C 1.9153 1.0676 -4.2573
C 3.1711 0.8525 -4.8012
C 4.1820 0.3258 -4.0139
C 3.9568 0.0290 -2.6794
C 2.7117 0.2642 -2.1248
H 1.1854 1.9115 0.2974
H 1.7601 4.1637 1.1579
H 1.2872 6.1568 -0.2196
H 0.2325 5.9129 -2.4379
H -0.3225 3.6596 -3.2929
H 1.1031 1.4478 -4.8583
H 3.3613 1.0820 -5.8399
H 5.1549 0.1403 -4.4400
H 4.7446 -0.3942 -2.0742
H 2.5067 0.0476 -1.0867

The molecule's natural (NBO) atomic charges, reported in e, are given here: 0.97 -0.65 0.18 -0.37 -0.01 -0.02 -0.10 -0.74 -0.24 0.20 -0.53 0.17 -0.23 -0.17 -0.19 -0.23 -0.15 0.36 0.40 -0.65 0.24 0.23 0.23 0.20 0.19 0.20 0.49 0.24 0.23 0.24 0.24 0.23 -1.04 1.26 -0.15 -0.24 -0.19 -0.18 -0.19 -0.24 -0.17 -0.24 -0.18 -0.19 -0.20 -0.25 0.23 0.23 0.23 0.23 0.22 0.23 0.23 0.23 0.22 0.23

=====

Number 1: electronic energy -11519.55268 eV. Number 2: electronic energy -33356.41715 eV. Number 3: electronic energy -53012.38577 eV. Number 4: electronic energy -58615.12655 eV.